1.
{
  "formula": "CHBrF2O",
  "method": "ωB97M-V with the def2-TZVPD basis set",
  "elements": ["C", "O", "F", "F", "Br", "H"],
  "coordinates": [[-2.32, 0.90, 0.01], [-0.07, 0.03, -0.69], [-2.58, 1.85, -0.81], [-1.93, 1.38, 1.12], [-3.22, -0.69, -0.04], [0.15, 0.60, 0.08]],
  "nbo_charge": [0.786, -0.904, -0.259, -0.265, 0.227, 0.415],
  "max_force_ev_per_a": 3.46,
  "de_lowest_kj_mol": 442.8,
  "gap_ha": [0.2884, 0.2885]
}

2.
{
  "formula": "C4H7ClO",
  "method": "ωB97M-V with the def2-TZVPD basis set",
  "elements": ["C", "C", "O", "C", "C", "Cl", "H", "H", "H", "H", "H", "H", "H"],
  "coordinates": [[0.04, 0.37, 2.05], [0.37, -0.35, 0.71], [1.47, 0.11, -0.08], [0.05, 0.31, -0.61], [-0.17, -0.47, -1.96], [-1.57, 0.36, -2.95], [-0.60, 1.23, 1.88], [-0.43, -0.43, 2.60], [0.90, 0.88, 2.52], [-0.02, -1.40, 0.48], [-0.22, 1.36, -0.47], [-0.53, -1.45, -1.68], [0.72, -0.53, -2.49]],
  "nbo_charge": [-0.651, 0.066, -0.500, 0.028, -0.326, -0.108, 0.218, 0.224, 0.237, 0.175, 0.199, 0.211, 0.227],
  "max_force_ev_per_a": 4.00,
  "de_lowest_kj_mol": 221.7,
  "gap_ha": 0.4219
}

3.
{
  "formula": "C3H4N2OS2",
  "method": "ωB97M-V with the def2-TZVPD basis set",
  "elements": ["O", "N", "C", "C", "S", "N", "C", "S", "H", "H", "H", "H"],
  "coordinates": [[-0.69, -3.40, -1.61], [-0.78, -2.16, -1.08], [0.33, -1.67, -0.67], [0.39, -0.29, -0.07], [1.83, 0.21, 0.53], [-0.83, 0.33, -0.11], [-1.21, 1.57, 0.36], [-0.34, 2.71, 1.11], [-1.64, -3.62, -1.77], [1.30, -2.20, -0.68], [-1.55, -0.24, -0.51], [-2.29, 1.71, 0.19]],
  "nbo_charge": [-0.518, -0.142, -0.024, 0.021, 0.029, -0.594, -0.118, 0.026, 0.483, 0.217, 0.423, 0.196],
  "max_force_ev_per_a": 1.69,
  "de_lowest_kj_mol": 237.8,
  "gap_ha": 0.2623
}

4.
{
  "formula": "C28H80AsF6O12",
  "method": "ωB97M-V with the def2-TZVPD basis set",
  "elements": ["As", "F", "F", "F", "F", "F", "F", "C", "C", "O", "H", "H", "H", "H", "H", "H", "C", "C", "O", "H", "H", "H", "H", "H", "H", "C", "C", "O", "H", "H", "H", "H", "H", "H", "C", "C", "O", "H", "H", "H", "H", "H", "H", "C", "C", "O", "H", "H", "H", "H", "H", "H", "C", "C", "O", "H", "H", "H", "H", "H", "H", "C", "C", "O", "H", "H", "H", "H", "H", "H", "C", "C", "O", "H", "H", "H", "H", "H", "H", "C", "C", "C", "O", "H", "H", "H", "H", "H", "H", "H", "H", "C", "C", "C", "O", "H", "H", "H", "H", "H", "H", "H", "H", "C", "C", "C", "O", "H", "H", "H", "H", "H", "H", "H", "H", "C", "C", "C", "O", "H", "H", "H", "H", "H", "H", "H", "H"],
  "coordinates": [[0.17, 0.68, 0.10], [1.40, 1.22, 1.29], [0.50, 2.12, -0.91], [-1.02, 0.08, -1.04], [-0.22, -0.82, 1.16], [-1.11, 1.57, 1.06], [1.44, -0.33, -0.69], [2.44, 2.98, -3.89], [1.40, 4.05, -3.48], [0.16, 3.37, -3.20], [3.42, 3.43, -4.04], [2.20, 2.46, -4.82], [2.57, 2.30, -3.05], [1.25, 4.80, -4.26], [1.69, 4.61, -2.59], [0.09, 3.08, -2.29], [-3.23, -2.38, -2.45], [-4.45, -3.06, -1.89], [-5.18, -3.54, -2.98], [-3.49, -1.62, -3.19], [-2.52, -3.12, -2.81], [-2.65, -1.86, -1.69], [-5.00, -2.25, -1.41], [-4.21, -3.85, -1.18], [-5.96, -3.92, -2.57], [5.03, 3.18, 1.21], [4.56, 2.04, 0.33], [5.64, 1.36, -0.19], [4.22, 3.61, 1.80], [5.53, 3.98, 0.66], [5.72, 2.80, 1.97], [3.93, 2.43, -0.48], [3.87, 1.39, 0.86], [5.31, 0.65, -0.74], [2.02, -3.08, 2.86], [1.30, -4.33, 3.36], [0.74, -4.18, 4.63], [1.30, -2.28, 2.66], [2.62, -3.31, 1.98], [2.77, -2.78, 3.60], [2.02, -5.15, 3.47], [0.53, -4.66, 2.67], [0.36, -5.03, 4.86], [-3.75, 2.73, -2.37], [-3.46, 1.28, -2.94], [-2.08, 1.02, -3.15], [-4.81, 2.92, -2.23], [-3.27, 3.51, -2.97], [-3.27, 2.81, -1.39], [-4.06, 1.22, -3.86], [-3.81, 0.54, -2.22], [-1.75, 0.83, -2.28], [-2.67, -2.08, 4.91], [-2.26, -0.98, 3.91], [-0.90, -1.24, 3.61], [-2.28, -3.04, 4.58], [-3.74, -2.19, 5.06], [-2.29, -1.93, 5.92], [-2.36, 0.03, 4.29], [-2.90, -1.20, 3.05], [-0.76, -1.02, 2.69], [-1.20, -5.33, -0.17], [-0.58, -3.96, 0.21], [-1.48, -3.35, 1.16], [-2.01, -5.15, -0.89], [-1.62, -5.87, 0.67], [-0.43, -6.05, -0.43], [-0.40, -3.37, -0.69], [0.38, -4.16, 0.68], [-1.15, -2.47, 1.35], [2.25, 1.18, 4.38], [0.97, 1.90, 4.82], [0.26, 1.16, 5.76], [3.07, 1.29, 5.09], [2.57, 1.55, 3.40], [2.14, 0.10, 4.28], [0.44, 2.00, 3.87], [1.14, 2.91, 5.20], [-0.65, 1.45, 5.81], [1.29, 4.70, 1.23], [0.32, 5.22, 0.25], [-1.17, 5.32, 0.73], [0.72, 6.50, -0.19], [1.31, 5.36, 2.10], [2.26, 4.50, 0.78], [1.00, 3.72, 1.63], [0.28, 4.63, -0.66], [-1.46, 4.34, 1.10], [-1.84, 5.62, -0.07], [-1.19, 5.99, 1.59], [0.84, 7.01, 0.61], [-4.87, 0.46, 0.52], [-4.98, 1.35, 1.71], [-4.46, 2.76, 1.44], [-6.38, 1.49, 1.88], [-5.37, 0.91, -0.34], [-5.18, -0.57, 0.64], [-3.82, 0.37, 0.25], [-4.44, 0.85, 2.51], [-4.98, 3.18, 0.58], [-3.38, 2.73, 1.27], [-4.67, 3.45, 2.25], [-6.73, 2.07, 1.20], [3.39, -3.41, -1.23], [4.43, -2.38, -0.78], [5.74, -2.69, -1.51], [4.00, -1.08, -1.16], [3.15, -3.32, -2.29], [2.50, -3.32, -0.61], [3.68, -4.43, -0.97], [4.52, -2.42, 0.30], [5.55, -2.96, -2.55], [6.28, -3.53, -1.09], [6.39, -1.83, -1.40], [3.05, -1.03, -1.14], [1.20, -0.56, -4.29], [1.53, -1.98, -4.56], [0.77, -3.02, -3.76], [1.24, -2.23, -5.93], [1.43, -0.28, -3.26], [0.14, -0.35, -4.49], [1.77, 0.10, -4.94], [2.60, -2.06, -4.40], [-0.30, -2.96, -3.97], [0.93, -2.82, -2.70], [1.22, -3.97, -4.05], [1.29, -3.18, -6.06]],
  "lowdin_charge": [1.037, -0.253, -0.244, -0.235, -0.295, -0.277, -0.263, -0.077, -0.273, -0.110, 0.061, 0.061, 0.057, 0.101, 0.095, 0.011, -0.083, -0.337, -0.069, 0.077, 0.065, 0.063, 0.100, 0.109, 0.078, -0.082, -0.366, -0.062, 0.055, 0.073, 0.071, 0.104, 0.093, 0.052, -0.055, -0.333, -0.068, 0.056, 0.057, 0.077, 0.103, 0.088, 0.080, -0.069, -0.294, -0.088, 0.059, 0.068, 0.045, 0.104, 0.072, 0.006, -0.080, -0.300, -0.095, 0.069, 0.061, 0.065, 0.100, 0.101, 0.002, -0.073, -0.289, -0.085, 0.056, 0.067, 0.066, 0.092, 0.073, 0.023, -0.071, -0.331, -0.070, 0.064, 0.045, 0.070, 0.091, 0.104, 0.078, -0.053, -0.506, -0.029, -0.054, 0.089, 0.078, 0.063, 0.105, 0.052, 0.080, 0.073, 0.075, -0.076, -0.479, -0.051, -0.063, 0.079, 0.082, 0.071, 0.132, 0.073, 0.054, 0.081, 0.079, -0.057, -0.463, -0.051, -0.056, 0.066, 0.058, 0.085, 0.131, 0.079, 0.075, 0.075, 0.036, -0.042, -0.525, -0.048, -0.047, 0.069, 0.091, 0.075, 0.127, 0.083, 0.056, 0.082, 0.076],
  "max_force_ev_per_a": 2.61,
  "de_lowest_kj_mol": 221.4,
  "total_charge": -1,
  "gap_ha": 0.3421
}

5.
{
  "formula": "C12H20CuNO2S4",
  "method": "ωB97M-V with the def2-TZVPD basis set",
  "elements": ["Cu", "C", "C", "S", "C", "C", "S", "C", "C", "S", "C", "C", "S", "H", "H", "H", "H", "H", "H", "H", "H", "H", "H", "H", "H", "H", "H", "H", "H", "O", "C", "C", "C", "C", "O", "N", "H", "H", "H", "H"],
  "coordinates": [[0.03, -0.07, -0.83], [-1.33, 0.70, 1.93], [-2.48, 0.33, 0.99], [-2.12, 0.44, -0.79], [-2.50, 2.17, -1.16], [-1.46, 3.24, -0.84], [0.11, 2.99, -1.70], [1.27, 3.09, -0.32], [2.49, 2.21, -0.57], [2.18, 0.43, -0.65], [2.53, -0.09, 1.05], [1.51, 0.30, 2.11], [-0.06, -0.60, 1.95], [-1.73, 0.84, 2.93], [-0.86, 1.63, 1.62], [-3.35, 0.95, 1.19], [-2.78, -0.71, 1.12], [-3.44, 2.41, -0.65], [-2.71, 2.18, -2.23], [-1.26, 3.29, 0.23], [-1.87, 4.22, -1.12], [0.75, 2.77, 0.58], [1.59, 4.12, -0.19], [3.24, 2.38, 0.21], [2.96, 2.48, -1.51], [3.51, 0.31, 1.31], [2.64, -1.17, 0.97], [1.30, 1.37, 2.10], [1.93, 0.07, 3.09], [-2.18, -2.57, -0.42], [-1.09, -2.99, -0.77], [-0.79, -4.48, -0.95], [0.73, -4.50, -1.15], [1.11, -3.03, -1.10], [2.27, -2.63, -1.15], [0.02, -2.23, -0.98], [-1.36, -4.84, -1.80], [-1.14, -5.02, -0.07], [1.07, -4.93, -2.09], [1.26, -5.02, -0.35]],
  "nbo_charge": [0.686, -0.533, -0.551, 0.253, -0.559, -0.538, 0.212, -0.532, -0.564, 0.253, -0.547, -0.542, 0.220, 0.222, 0.206, 0.222, 0.276, 0.226, 0.235, 0.213, 0.228, 0.205, 0.222, 0.229, 0.236, 0.222, 0.269, 0.212, 0.228, -0.672, 0.679, -0.519, -0.519, 0.674, -0.663, -0.800, 0.229, 0.227, 0.230, 0.226],
  "max_force_ev_per_a": 1.23,
  "de_lowest_kj_mol": 20.0,
  "gap_ha": 0.3066
}